Entry 1:
The following is a quantum chemistry calculation of C46H99N7O6 as an isolated structure at a distorted geometry, from the OMol25 dataset.

Properties
- Energy above the lowest of the compared OMol25 structures with the same formula, charge and spin: 26.559 eV
- Highest occupied orbital energy: -7.6 eV

Geometry as XYZ:
```
158
Properties=species:S:1:pos:R:3:mulliken_charge:R:1
O -16.13 24.22 -40.46 -0.47
O -20.25 33.76 -39.18 -0.33
O -17.57 27.81 -33.85 -0.25
O -21.18 30.43 -36.87 0.07
O -13.84 29.03 -32.61 -0.83
O -19.41 30.21 -31.61 0.00
N -16.13 25.63 -40.41 0.41
N -19.70 32.74 -39.94 -0.22
N -22.30 31.07 -36.58 -0.38
N -17.63 28.98 -34.69 0.33
N -14.85 29.56 -34.55 -0.17
N -15.81 28.41 -33.02 -0.37
N -20.17 29.40 -30.78 0.30
C -18.51 25.60 -40.36 -2.20
C -20.71 28.42 -28.44 -1.45
C -18.64 31.14 -36.49 1.26
C -20.00 30.84 -28.75 -1.71
C -18.44 30.28 -40.68 0.46
C -13.88 25.88 -41.39 -2.00
C -17.63 34.12 -40.33 -1.63
C -17.68 32.56 -38.44 -1.77
C -22.40 28.31 -30.10 -1.21
C -19.98 29.76 -33.92 -1.22
C -19.75 29.40 -29.29 1.22
C -21.90 32.03 -40.91 -1.97
C -18.21 32.77 -39.89 1.80
C -21.63 29.21 -31.14 1.07
C -21.68 28.36 -32.45 -1.28
C -19.01 27.87 -36.57 -1.60
C -21.23 31.12 -38.76 -2.29
C -22.15 28.54 -28.63 -0.44
C -21.97 32.33 -35.86 2.28
C -24.24 32.13 -34.70 0.02
C -17.73 30.03 -36.99 -0.22
C -23.91 29.18 -37.08 -1.98
C -18.46 30.06 -34.06 1.14
C -17.76 28.73 -36.19 1.69
C -17.46 27.67 -39.67 -1.28
C -18.30 31.37 -34.96 -1.99
C -22.49 30.52 -31.18 -1.87
C -14.90 27.86 -40.25 -2.12
C -16.42 28.00 -36.56 -0.60
C -24.56 30.94 -35.55 -1.40
C -20.71 31.62 -40.11 1.84
C -17.75 31.68 -40.84 -2.24
C -18.34 28.95 -29.23 -1.77
C -14.79 26.31 -40.25 1.96
C -21.08 32.27 -34.61 -0.59
C -17.28 25.66 -38.07 -1.01
C -23.34 30.17 -35.95 1.07
C -16.12 28.37 -39.41 1.94
C -19.98 30.36 -40.91 -1.92
C -14.03 25.86 -39.01 -1.60
C -22.95 29.29 -34.71 -0.36
C -14.74 29.01 -33.41 0.00
C -23.29 33.05 -35.46 -1.52
C -21.35 33.19 -36.86 -1.96
C -17.80 30.32 -32.66 -2.80
C -17.30 26.13 -39.58 1.62
H -19.94 28.09 -36.05 -0.54
H -16.36 28.18 -37.64 -2.12
H -20.28 28.85 -33.41 0.46
H -22.06 27.27 -30.22 0.49
H -23.06 29.95 -33.85 -0.35
H -21.09 30.61 -37.80 1.38
H -25.14 32.70 -34.48 0.51
H -12.85 26.23 -41.34 0.42
H -16.30 24.05 -41.40 0.36
H -21.03 31.08 -28.46 0.33
H -22.78 31.41 -40.75 0.30
H -20.91 27.60 -32.58 0.79
H -18.30 34.98 -40.24 0.26
H -19.38 26.11 -39.95 0.39
H -14.34 24.89 -38.62 0.28
H -21.93 31.31 -31.68 0.18
H -18.96 26.83 -36.26 1.14
H -15.86 28.01 -32.10 0.23
H -17.82 31.90 -41.91 0.63
H -23.80 33.45 -36.34 0.25
H -20.58 30.52 -33.43 0.22
H -20.38 29.82 -34.93 -0.29
H -18.11 29.81 -37.99 -0.19
H -15.72 28.26 -38.41 0.19
H -20.09 31.93 -34.89 -2.63
H -23.15 28.48 -37.43 0.25
H -18.27 28.02 -39.03 -0.06
H -20.44 28.70 -27.41 0.41
H -20.44 27.37 -28.51 0.42
H -20.45 29.44 -40.56 0.36
H -22.62 29.49 -28.37 0.39
H -22.40 27.76 -27.91 0.35
H -19.33 27.81 -37.61 0.06
H -21.62 32.09 -41.97 0.50
H -20.31 34.47 -39.83 0.44
H -19.28 30.94 -27.93 0.53
H -12.95 25.74 -39.11 0.42
H -20.38 32.79 -37.14 -0.29
H -16.64 24.78 -37.95 0.58
H -14.03 29.96 -34.99 0.19
H -25.02 31.23 -36.50 0.56
H -13.81 24.79 -41.28 0.49
H -23.67 28.47 -34.68 0.51
H -23.46 28.27 -30.33 0.40
H -18.69 32.09 -37.01 -0.68
H -16.80 30.59 -37.04 0.76
H -17.93 33.37 -37.75 0.77
H -18.22 27.23 -34.26 0.45
H -21.84 30.24 -38.93 0.79
H -15.14 28.11 -41.28 0.40
H -13.98 28.31 -39.88 0.49
H -17.81 29.40 -30.07 0.44
H -25.28 30.23 -35.14 0.32
H -20.29 30.93 -38.23 0.65
H -18.13 29.62 -31.90 0.06
H -19.64 30.73 -36.65 -0.19
H -23.83 31.86 -33.73 -0.19
H -21.81 33.35 -37.83 0.81
H -17.48 34.01 -41.41 0.44
H -20.13 30.43 -41.98 0.44
H -18.12 31.61 -38.14 -0.62
H -21.89 29.05 -34.71 0.43
H -19.12 29.67 -32.35 1.23
H -14.03 26.64 -38.26 0.22
H -14.12 26.01 -42.45 0.34
H -21.85 31.84 -38.23 1.09
H -17.74 27.90 -40.69 0.78
H -17.79 31.39 -32.45 0.60
H -21.34 31.51 -33.88 -0.10
H -18.10 29.62 -41.48 1.12
H -22.63 30.80 -30.14 0.72
H -16.49 26.91 -36.60 0.17
H -18.99 32.13 -34.57 0.87
H -18.00 29.12 -28.21 0.49
H -24.60 28.55 -36.52 0.63
H -24.44 29.59 -37.94 0.33
H -22.20 33.04 -40.62 0.37
H -21.06 33.24 -34.10 0.91
H -16.64 32.26 -38.29 0.62
H -17.30 31.81 -34.95 0.58
H -16.33 29.42 -39.65 -0.75
H -16.69 31.47 -40.70 0.51
H -15.76 29.52 -35.00 0.31
H -18.30 25.87 -41.40 0.43
H -15.50 28.39 -36.14 1.04
H -23.42 30.44 -31.74 0.26
H -18.32 29.82 -39.70 -0.82
H -16.71 34.36 -39.82 0.35
H -18.43 27.88 -29.39 0.43
H -21.06 34.18 -36.49 0.84
H -18.63 24.53 -40.19 0.49
H -22.48 27.66 -32.72 0.61
H -16.92 26.43 -37.39 -0.76
H -21.64 29.05 -33.29 -0.65
H -19.59 31.55 -29.46 0.28
H -16.73 30.50 -32.77 0.59
H -18.27 25.45 -37.67 0.38
H -23.09 33.90 -34.81 0.36
H -16.60 28.31 -33.65 0.96
```

Entry 2:
The following is a quantum chemistry calculation of a 6-piece molecular cluster, C47H101N5O6S overall at a distorted geometry, from the OMol25 dataset.

Properties
- Energy above the lowest of the compared OMol25 structures with the same formula, charge and spin: 4.467 eV
- Highest occupied orbital energy: -7.7 eV

Geometry as XYZ:
```
160
Properties=species:S:1:pos:R:3:mulliken_charge:R:1
S -0.96 0.48 -0.39 0.41
O -0.03 -6.70 3.45 -0.44
O 0.05 0.06 -1.49 -0.58
O 0.97 1.33 -4.32 -0.62
O -0.62 7.58 1.45 -0.46
O -5.89 1.21 1.64 -0.54
O 1.76 -1.93 -0.15 -0.03
N 2.97 -2.05 -0.61 0.50
N 2.08 2.04 -3.99 1.28
N -5.62 -0.12 1.81 0.93
N -1.01 -6.99 2.51 0.16
N 0.39 7.18 0.62 0.08
C 1.46 6.46 1.37 1.78
C 2.02 7.69 -1.31 -0.89
C -4.57 0.18 3.96 -1.72
C -5.34 -2.41 0.83 -0.23
C -0.86 -6.33 1.24 1.73
C -5.31 -0.40 -0.71 -1.43
C -5.08 -2.10 3.23 -1.22
C -6.98 -0.64 4.07 -1.83
C 3.17 7.16 -0.49 -0.77
C -7.55 -1.17 0.49 -1.79
C -0.98 -4.80 1.16 -0.99
C 0.49 -6.79 0.67 -2.12
C 3.07 4.14 -3.24 -0.28
C -1.53 -1.06 0.47 -0.73
C -5.76 -2.95 2.15 -0.78
C 0.84 3.51 -2.44 -1.65
C 0.18 1.07 0.98 -0.41
C 3.10 -4.46 0.20 -1.74
C 3.52 0.30 -0.36 -1.93
C 3.93 -1.20 0.02 1.98
C -3.33 -6.99 0.87 -0.19
C 2.04 7.44 2.46 -1.74
C 3.96 -1.34 1.51 -1.91
C 3.63 0.21 -4.55 -1.79
C 1.12 9.61 0.21 -1.85
C -5.59 -0.68 3.24 1.60
C 4.26 3.95 -4.19 -1.24
C 5.68 -2.92 -0.84 -0.84
C -2.30 -7.07 3.27 1.68
C 1.76 3.44 -3.63 1.70
C 4.62 2.51 -4.34 -0.90
C 3.29 1.70 -4.81 1.14
C 4.58 -3.52 -1.71 -1.29
C 1.09 4.14 -4.84 -1.85
C 0.96 5.07 1.98 -2.11
C 0.77 8.19 -0.41 1.85
C -2.80 -5.65 3.77 -1.75
C -0.41 8.34 -1.27 -1.99
C -6.00 -1.01 0.63 1.10
C 2.27 -3.95 -2.12 -1.95
C -2.25 -8.05 4.46 -2.05
C 3.21 -3.46 -1.01 1.78
C 3.11 1.86 -6.34 -1.84
C 2.67 6.03 0.42 -0.72
C -3.43 -7.54 2.26 -1.15
C 5.33 -1.48 -0.60 -1.31
C -1.92 -6.98 0.29 -1.22
H -5.78 -3.14 0.15 0.33
H 0.82 0.26 1.32 0.07
H -0.62 -1.50 0.90 0.30
H -5.40 0.69 -0.73 0.45
H -3.74 0.28 3.26 0.25
H 4.03 -4.60 0.74 0.22
H 4.55 -0.52 1.91 0.49
H -3.90 -7.57 0.14 0.46
H 2.12 6.93 3.42 0.49
H 1.36 3.14 -1.56 0.07
H -1.61 -7.99 0.04 0.49
H 3.01 7.89 2.25 0.31
H -0.16 8.27 1.92 0.41
H -6.78 -0.87 5.12 0.45
H 1.31 -1.45 -0.85 0.23
H -5.32 -2.57 4.18 0.51
H -4.91 1.20 4.14 0.39
H 2.06 -3.27 -2.95 0.31
H 1.39 8.24 2.81 0.32
H 1.80 4.14 -5.66 0.34
H 5.98 -1.10 0.19 0.51
H 2.80 0.60 0.41 0.30
H 0.07 5.33 2.56 0.53
H 3.64 7.91 0.16 0.48
H 5.55 -0.92 -1.51 0.27
H 3.40 3.79 -2.27 0.32
H 1.61 4.73 2.79 0.45
H -2.92 -4.80 3.10 0.07
H 1.34 10.31 -0.60 0.44
H -7.37 0.37 3.92 0.44
H -1.26 8.75 -0.72 0.41
H 1.25 -4.11 -1.77 0.12
H 4.02 4.33 -5.18 0.30
H -1.63 -8.89 4.16 0.49
H 4.62 -3.12 -2.72 0.37
H 0.66 -6.33 -0.30 0.46
H 0.57 -7.88 0.63 0.50
H -2.00 -6.42 -0.64 0.38
H -1.76 -7.61 5.33 0.40
H -0.74 7.34 -1.55 0.40
H 2.75 -5.45 -0.12 0.52
H -0.72 -4.47 2.17 0.49
H 0.73 5.13 -4.57 0.39
H 0.85 1.85 0.62 -0.05
H 5.43 2.50 -5.08 0.51
H -0.07 2.93 -2.62 0.72
H 1.97 9.68 0.88 0.27
H -2.08 -5.17 4.43 0.46
H 4.56 -0.13 -5.01 0.41
H 0.27 9.97 0.79 0.50
H -4.22 -0.34 4.86 0.40
H 1.81 6.83 -1.95 -0.07
H -0.32 -4.35 0.42 -0.05
H 4.58 -2.18 1.84 0.40
H 3.98 1.34 -6.72 0.49
H -7.89 -1.66 -0.42 0.43
H 5.92 -3.40 0.11 0.34
H 3.94 6.75 -1.15 0.47
H 4.39 0.96 -0.37 0.49
H 2.50 -4.79 -2.79 0.47
H -4.30 -0.77 -0.81 0.13
H -2.23 -0.87 1.28 0.16
H 0.84 0.92 -3.47 0.34
H -5.01 1.60 1.65 0.32
H 3.44 5.58 1.04 0.50
H -0.14 8.96 -2.13 0.38
H 3.01 0.37 -1.32 0.14
H -0.41 1.49 1.79 0.54
H -3.21 -8.40 4.83 0.41
H -7.77 -1.31 3.73 0.28
H -2.01 -4.49 0.98 -0.15
H 0.17 -7.61 3.69 0.39
H -3.71 -5.67 4.36 0.48
H -5.46 -3.98 2.32 0.20
H -8.07 -1.67 1.31 0.29
H 5.14 4.51 -3.88 0.44
H 2.37 8.46 -2.00 0.52
H 0.51 4.50 -2.16 0.00
H 6.65 -2.95 -1.34 0.47
H -3.79 -6.01 0.76 -0.12
H 3.05 2.90 -6.68 0.35
H 0.68 4.32 1.25 0.29
H -4.26 -2.26 0.75 -0.44
H 2.30 -4.13 0.86 0.34
H -2.02 -1.81 -0.15 0.34
H -4.03 -2.31 3.05 0.29
H 3.63 0.04 -3.47 0.14
H 4.97 -4.53 -1.75 0.43
H 2.82 -0.48 -4.79 0.47
H 2.81 5.19 -3.05 -0.18
H 2.17 1.40 -6.63 0.35
H 4.89 2.16 -3.35 0.21
H 0.29 3.51 -5.23 0.38
H 2.35 5.22 -0.24 -0.30
H -8.05 -0.20 0.39 0.43
H -4.41 -7.21 2.59 0.42
H -6.84 -2.98 2.22 0.39
H 1.35 -6.53 1.28 0.44
H 3.05 -1.44 2.11 0.20
H -3.58 -8.62 2.33 0.38
H -5.87 -0.85 -1.53 0.38
```

- What is the formula in the second record?
  C47H101N5O6S

- Which of these has the lowest highest occupied orbital energy?
  C47H101N5O6S

- The highest energy above the lowest of the compared OMol25 structures with the same formula, charge and spin belongs to which entry?
  C46H99N7O6

- Look up the highest occupied orbital energy of the second one.
  -7.7 eV